Molecular formula: C51H97F2N16O4S2
Method: DFT, ωB97M-V/def2-TZVPD

Each line ends with the Löwdin charge.
CARTESIAN COORDINATES (ANGSTROEM)
C (3.13127, -2.66121, -0.53334)  -0.093
C (3.28549, -4.00386, 0.18524)  -0.249
C (2.91618, -4.00066, 1.65244)  -0.145
C (3.75316, -2.88946, 2.49747)  -0.069
N (3.37676, -2.75093, 3.96692)  -0.248
C (3.38759, -4.06767, 4.76804)  -0.051
C (4.14471, -3.70678, 6.13863)  -0.084
C (5.16868, -2.68658, 5.62807)  -0.143
C (4.42447, -1.82830, 4.63466)  -0.100
C (2.01535, -2.05034, 4.13224)  0.006
H (3.84032, -1.89354, -0.22345)  0.080
H (2.08354, -2.37159, -0.45293)  0.058
H (3.38032, -2.86407, -1.57494)  0.056
H (4.28554, -4.43612, 0.15150)  0.129
H (2.66686, -4.75029, -0.31300)  0.100
H (3.07238, -5.01574, 2.01754)  0.120
H (1.87464, -3.69905, 1.76350)  0.083
H (3.63269, -1.90608, 2.04301)  0.120
H (4.82135, -3.09839, 2.55596)  0.140
H (2.38909, -4.49761, 4.84704)  0.131
H (4.03453, -4.70668, 4.16701)  0.127
H (3.37819, -3.13919, 6.66626)  0.105
H (4.49891, -4.47483, 6.82620)  0.138
H (5.60798, -2.07374, 6.41518)  0.144
H (5.92736, -3.17470, 5.01632)  0.129
H (3.95969, -0.94685, 5.07637)  0.138
H (5.16320, -1.57625, 3.87382)  0.129
H (2.01316, -1.14931, 3.51885)  0.091
H (1.84979, -1.82926, 5.18666)  0.105
H (1.30031, -2.70490, 3.63387)  0.080
C (-5.49652, 4.61767, 4.70519)  -0.030
C (-4.37108, 3.47934, 4.89114)  -0.091
N (-3.53470, 3.25253, 3.60672)  -0.006
C (-3.05092, 2.09305, 3.05395)  -0.023
C (-2.27214, 2.41685, 1.90846)  -0.053
N (-2.38264, 3.71695, 1.70617)  -0.087
C (-2.96620, 4.28643, 2.80791)  0.063
C (-1.72605, 4.47581, 0.61617)  0.049
H (-6.33176, 4.08745, 4.24764)  0.077
H (-5.12619, 5.45223, 4.10984)  0.066
H (-5.94041, 4.89803, 5.66043)  0.096
H (-4.87249, 2.61053, 5.31759)  0.113
H (-3.63974, 3.90333, 5.57923)  0.119
H (-3.35129, 1.10691, 3.37599)  0.105
H (-1.79635, 1.81705, 1.14670)  0.081
H (-3.22799, 5.32305, 2.96053)  0.161
H (-2.62473, 4.85921, 0.13299)  0.087
H (-1.06187, 3.93327, -0.05659)  0.073
H (-1.14716, 5.27645, 1.07658)  0.121
C (-6.50817, -4.08690, 2.78384)  -0.038
C (-5.74954, -4.39284, 1.46508)  -0.120
N (-4.63692, -3.45065, 1.13894)  -0.032
C (-4.69704, -2.11168, 0.96877)  -0.031
C (-3.47037, -1.62260, 0.70928)  0.006
N (-2.54146, -2.68040, 0.86779)  -0.069
C (-3.30532, -3.76835, 1.13746)  0.026
C (-1.13021, -2.61864, 0.80191)  -0.021
H (-5.90200, -4.12532, 3.68892)  0.079
H (-7.30883, -4.82638, 2.76966)  0.103
H (-7.01060, -3.11966, 2.79429)  0.076
H (-6.41243, -4.39988, 0.59985)  0.140
H (-5.31517, -5.39212, 1.49447)  0.130
H (-5.62722, -1.61772, 1.20784)  0.151
H (-3.13175, -0.67695, 0.31242)  0.126
H (-3.12624, -4.79570, 1.41833)  0.171
H (-0.66122, -2.48784, 1.77711)  0.082
H (-0.86136, -1.64480, 0.39268)  0.074
H (-0.78589, -3.49433, 0.25169)  0.093
C (-0.57168, -6.45132, -1.29877)  -0.037
C (-0.26615, -5.76211, -2.65132)  -0.151
N (-0.74086, -4.41077, -2.85779)  -0.052
C (-0.04991, -3.34564, -2.31520)  -0.008
C (-0.86424, -2.21737, -2.46036)  0.039
N (-1.92517, -2.57944, -3.39460)  -0.053
C (-1.80859, -3.92551, -3.54269)  0.025
C (-3.05896, -1.85365, -4.00502)  0.031
H (-1.52950, -6.07935, -0.93504)  0.066
H (0.13033, -6.18321, -0.50921)  0.060
H (-0.50424, -7.53626, -1.37916)  0.103
H (-0.76305, -6.42644, -3.35833)  0.140
H (0.79327, -5.70516, -2.90128)  0.138
H (0.89901, -3.51541, -1.82824)  0.113
H (-0.63433, -1.19808, -2.18722)  0.081
H (-2.50940, -4.54542, -4.08212)  0.182
H (-2.92072, -0.77612, -3.91606)  0.079
H (-4.02829, -2.19536, -3.64206)  0.109
H (-2.95515, -2.14586, -5.04997)  0.114
C (-1.25276, -0.70195, 4.54331)  -0.037
C (-2.45274, -1.64827, 4.95060)  -0.169
N (-2.83403, -1.46443, 6.30259)  -0.091
C (-1.91577, -1.38977, 7.32153)  0.024
C (-2.67834, -1.16761, 8.47852)  0.006
N (-3.99311, -1.16480, 8.22721)  -0.054
C (-4.11650, -1.17257, 6.84581)  0.072
C (-5.09572, -0.85567, 9.16157)  0.035
H (-0.95273, -0.91977, 3.51830)  0.044
H (-0.32274, -0.83008, 5.09713)  0.055
H (-1.57152, 0.33258, 4.67076)  0.072
H (-2.17547, -2.69647, 4.83879)  0.131
H (-3.37456, -1.46427, 4.39880)  0.110
H (-0.85778, -1.52737, 7.15387)  0.134
H (-2.38893, -1.21527, 9.51792)  0.159
H (-4.90523, -1.05689, 6.11718)  0.152
H (-5.40876, -1.80032, 9.60625)  0.115
H (-6.09892, -0.76178, 8.74579)  0.112
H (-4.95326, -0.19780, 10.01890)  0.124
C (1.65655, 6.03937, -3.20845)  -0.052
C (2.54981, 4.83443, -3.15265)  -0.193
N (3.95640, 4.96854, -3.56569)  -0.046
C (5.02245, 5.08337, -2.73407)  -0.029
C (6.19719, 5.24592, -3.44816)  0.004
N (5.86585, 5.19861, -4.77297)  -0.070
C (4.46094, 5.06319, -4.85293)  0.061
C (6.91520, 5.21578, -5.83293)  0.039
H (1.43722, 6.44448, -4.19632)  0.091
H (1.89613, 6.82914, -2.49644)  0.096
H (0.69573, 5.71743, -2.80688)  0.066
H (2.03864, 3.97866, -3.59365)  0.115
H (2.66911, 4.50632, -2.12007)  0.116
H (4.91069, 5.16589, -1.66305)  0.145
H (7.23512, 5.38462, -3.18385)  0.153
H (3.91795, 4.97398, -5.78223)  0.158
H (7.85932, 4.81409, -5.46498)  0.107
H (7.14758, 6.27662, -5.92644)  0.116
H (6.64141, 4.81883, -6.81045)  0.107
C (-4.87869, 1.91147, -6.02600)  -0.046
C (-3.37316, 2.12845, -5.68840)  -0.158
N (-3.22165, 3.16665, -4.68983)  -0.040
C (-3.42962, 3.00961, -3.34135)  -0.031
C (-3.41767, 4.22924, -2.79725)  -0.037
N (-3.29446, 5.16107, -3.78252)  -0.061
C (-3.16827, 4.51446, -4.96509)  0.052
C (-3.44534, 6.68305, -3.64925)  0.068
H (-4.97462, 1.03110, -6.66150)  0.089
H (-5.26125, 2.80908, -6.51186)  0.090
H (-5.55911, 1.66701, -5.21029)  0.079
H (-2.96074, 2.51612, -6.61992)  0.134
H (-2.95676, 1.14270, -5.48100)  0.107
H (-3.58309, 2.03553, -2.90087)  0.133
H (-3.50721, 4.72561, -1.84227)  0.122
H (-3.20874, 5.03278, -5.91172)  0.179
H (-3.39750, 7.18196, -4.61719)  0.104
H (-2.62663, 7.11334, -3.07247)  0.102
H (-4.47770, 6.90186, -3.37641)  0.114
C (5.56124, 1.30480, -2.33107)  -0.030
C (4.44437, 1.01980, -3.40221)  -0.172
N (4.82285, -0.02684, -4.27959)  -0.040
C (4.70593, -1.37686, -4.05588)  -0.043
C (5.12604, -2.11742, -5.06354)  0.014
N (5.49940, -1.19992, -6.05807)  -0.083
C (5.29420, 0.10013, -5.60332)  0.103
C (6.17264, -1.64546, -7.25936)  0.019
H (5.68193, 0.44890, -1.66701)  0.074
H (5.04409, 2.05369, -1.73122)  0.060
H (6.51106, 1.81052, -2.50485)  0.084
H (4.12081, 1.97953, -3.80513)  0.113
H (3.51259, 0.73356, -2.91443)  0.099
H (4.24848, -1.77664, -3.16295)  0.114
H (5.27918, -3.17913, -5.18892)  0.154
H (5.64391, 0.96128, -6.15334)  0.163
H (7.22024, -1.80380, -7.00329)  0.120
H (6.00598, -0.91670, -8.05261)  0.113
H (5.85692, -2.62789, -7.61042)  0.114
N (-0.38910, 0.94982, -0.40415)  -0.274
S (0.94310, 1.27124, 0.64483)  0.623
O (0.76183, 2.46196, 1.52707)  -0.270
O (2.30322, 0.92674, 0.27011)  -0.260
F (0.70316, 0.07953, 1.71107)  -0.224
S (0.26161, 1.49587, -1.60643)  0.357
O (1.18329, 0.52417, -2.17893)  -0.303
O (0.50689, 2.91345, -1.64481)  -0.266
F (-0.98201, 1.33094, -2.60666)  -0.201

The total charge is +7. The calculation puts the total energy at -113517.8819 eV. Its multiplicity is 1. As for the gap between HOMO and LUMO: 8.786 eV.